{"formula": "C41H65N17O5S", "method": "the ωB97M-V functional and the def2-TZVPD basis", "species": ["C", "C", "O", "N", "C", "C", "C", "C", "O", "S", "O", "O", "C", "C", "C", "O", "H", "H", "H", "H", "H", "H", "H", "H", "H", "H", "H", "H", "H", "H", "H", "H", "H", "C", "C", "N", "H", "H", "H", "C", "C", "N", "H", "H", "H", "C", "C", "N", "H", "H", "H", "C", "C", "N", "H", "H", "H", "C", "C", "N", "H", "H", "H", "C", "C", "N", "H", "H", "H", "C", "C", "N", "H", "H", "H", "C", "C", "N", "H", "H", "H", "C", "C", "N", "H", "H", "H", "C", "C", "N", "H", "H", "H", "C", "C", "N", "H", "H", "H", "C", "C", "N", "H", "H", "H", "C", "C", "N", "H", "H", "H", "C", "C", "N", "H", "H", "H", "C", "C", "N", "H", "H", "H", "C", "C", "N", "H", "H", "H"], "positions_angstrom": [[-0.16898, -1.29606, 4.59319], [-1.49300, -0.90518, 3.96204], [-2.20452, -0.01394, 4.38421], [-1.88006, -1.62051, 2.77261], [-1.44724, -0.75072, 1.62997], [-1.19283, -1.65247, 0.41148], [-0.76066, -0.78049, -0.80747], [0.47029, -1.38028, -1.55049], [1.58117, -0.47187, -1.67676], [2.31306, -0.25294, -0.22272], [1.62352, 0.79014, 0.50301], [3.69558, 0.41207, -0.78742], [4.77931, 0.24920, 0.12037], [5.17936, 1.73147, 0.55854], [5.41932, 2.68263, -0.63182], [4.21978, 2.71644, 0.29772], [-0.09309, -2.38952, 4.70692], [0.62881, -1.00600, 3.89128], [-0.01390, -0.84091, 5.57720], [-2.89707, -1.67696, 2.77852], [-2.26132, -0.02525, 1.46099], [-0.52861, -0.19460, 1.86668], [-0.45244, -2.42307, 0.67873], [-2.11214, -2.18658, 0.12387], [-1.60177, -0.78852, -1.52010], [-0.57800, 0.27262, -0.56405], [0.15896, -1.60668, -2.58042], [0.79090, -2.33521, -1.10047], [5.69788, -0.09413, -0.36915], [4.52395, -0.28080, 1.04911], [5.83637, 1.84777, 1.43783], [5.86287, 3.66383, -0.46977], [4.82520, 2.47832, -1.52303], [5.04549, 6.83778, -0.07322], [6.43723, 6.37357, -0.12605], [7.52765, 6.01210, -0.16005], [5.00881, 7.83732, 0.35735], [4.62463, 6.86260, -1.07731], [4.45415, 6.16134, 0.54244], [7.48264, 4.13960, -3.93903], [6.19856, 4.67342, -3.48575], [5.19082, 5.09636, -3.12786], [7.92851, 3.52503, -3.15991], [7.36531, 3.56207, -4.82193], [8.15824, 4.97363, -4.16105], [6.02761, 5.15552, -8.14340], [7.22404, 4.62804, -7.47803], [8.16174, 4.21518, -6.95600], [5.42477, 4.33614, -8.52706], [5.43392, 5.73111, -7.43523], [6.31707, 5.79957, -8.97132], [-4.75035, 1.16391, 5.30460], [-6.20007, 0.94794, 5.34874], [-7.33738, 0.78235, 5.38288], [-4.46275, 1.88766, 6.06554], [-4.22944, 0.22941, 5.48849], [-4.46173, 1.54174, 4.32651], [-8.42935, 3.67119, 4.27398], [-7.91703, 4.27279, 3.03978], [-7.52206, 4.72352, 2.05932], [-8.23575, 2.60168, 4.26690], [-7.93600, 4.11463, 5.13707], [-9.50223, 3.83998, 4.35256], [-0.99746, -4.00658, 7.67378], [-0.50897, -4.82124, 6.55760], [-0.13186, -5.47485, 5.69027], [-1.99615, -4.33757, 7.94989], [-0.33405, -4.11521, 8.53051], [-1.03692, -2.95783, 7.38402], [-3.64530, -7.22121, 6.20385], [-3.95565, -5.86042, 6.65152], [-4.20128, -4.79163, 6.99626], [-3.17222, -7.18609, 5.22830], [-2.96914, -7.69852, 6.91103], [-4.55874, -7.80831, 6.13403], [-9.13039, 1.37317, 0.96780], [-8.90081, 0.20946, 0.10826], [-8.71886, -0.70564, -0.56307], [-9.94814, 1.16981, 1.65914], [-8.22879, 1.59384, 1.53822], [-9.38508, 2.23749, 0.35867], [-9.21435, -2.01242, 3.68639], [-10.66488, -2.22239, 3.73115], [-11.80114, -2.38637, 3.76611], [-8.91938, -1.29269, 4.44973], [-8.69917, -2.95369, 3.86702], [-8.92507, -1.63173, 2.70731], [-0.46979, -8.90941, 4.22756], [-1.90638, -9.20449, 4.22636], [-3.03427, -9.42639, 4.22432], [-0.24246, -8.17727, 5.00216], [0.09350, -9.82111, 4.41920], [-0.17617, -8.50464, 3.26100], [3.98218, 2.34596, -11.05409], [3.75206, 3.75075, -10.69901], [3.57301, 4.85126, -10.41768], [4.35582, 2.27904, -12.07420], [4.71834, 1.90273, -10.37733], [3.04961, 1.78900, -10.97918], [-5.98917, -4.99363, 3.45912], [-5.45776, -3.91185, 2.62451], [-5.03713, -3.06671, 1.97053], [-6.90678, -4.66958, 3.94590], [-6.20136, -5.86550, 2.84260], [-5.25939, -5.26256, 4.22072], [7.96537, 1.25958, -8.53944], [6.88141, 0.78102, -9.40187], [6.03052, 0.40534, -10.07813], [8.46592, 2.10401, -9.00862], [7.56157, 1.57757, -7.57975], [8.68866, 0.46252, -8.37573], [4.36145, 0.59332, -5.35888], [5.27804, 1.59672, -4.81019], [5.99628, 2.38428, -4.37515], [3.84950, 0.08105, -4.54542], [3.62315, 1.07662, -5.99692], [4.91790, -0.13586, -5.94590], [9.41946, -0.97005, -0.06598], [8.32061, -0.75597, -1.01251], [7.45892, -0.58643, -1.75317], [10.35952, -1.06208, -0.60673], [9.48438, -0.12761, 0.62052], [9.24461, -1.88152, 0.50289], [-6.38489, 2.12836, -2.40175], [-7.68307, 2.67746, -2.00269], [-8.70218, 3.10294, -1.68877], [-6.00744, 1.47060, -1.62059], [-6.49285, 1.56025, -3.32382], [-5.67502, 2.93814, -2.56141]], "atomic_forces_ev_per_a": [[0.00, -0.38, -0.24], [-0.73, 0.14, -0.04], [0.48, -0.52, 0.36], [0.95, 0.58, 0.74], [-0.56, -1.08, -0.27], [-0.23, 0.99, -0.27], [-0.02, -0.91, -0.38], [-0.94, -0.02, -0.35], [0.71, 0.46, 0.39], [0.20, -0.16, 0.42], [-0.13, -0.16, -0.22], [-0.60, -1.13, -0.62], [1.00, 2.74, 1.23], [0.08, 0.33, -2.44], [-2.99, 0.13, 2.07], [0.82, -0.41, 1.27], [-0.17, 0.33, -0.22], [-0.12, -0.02, 0.30], [-0.12, 0.21, -0.42], [0.10, 0.09, -0.14], [0.48, -0.04, -0.26], [-0.24, -0.19, 0.07], [-0.11, 0.38, -0.07], [0.24, 0.09, 0.39], [0.31, 0.16, 0.19], [0.08, -0.35, 0.15], [0.46, 0.13, 0.24], [0.05, 0.41, 0.00], [-0.73, -0.62, -0.05], [-0.11, -0.31, -0.52], [-0.47, -0.09, -0.34], [0.75, -0.59, -0.51], [1.50, -0.26, -0.58], [0.21, -0.04, -0.03], [-0.17, 0.07, -0.02], [-0.16, 0.01, 0.01], [0.03, -0.02, 0.02], [0.07, -0.10, -0.02], [0.02, -0.03, -0.03], [1.31, 2.05, 0.55], [0.17, 0.13, 0.00], [0.16, 0.09, -0.02], [-0.10, -0.05, 0.01], [0.35, 0.26, -0.30], [-0.04, 0.04, 0.29], [0.25, -0.08, 0.19], [-0.05, 0.12, -0.03], [-0.15, 0.03, -0.33], [-0.02, 0.04, -0.01], [0.00, -0.03, 0.00], [-0.03, -0.03, -0.01], [-0.39, 0.01, 0.09], [0.10, 0.02, 0.04], [0.20, -0.08, -0.04], [-0.02, -0.01, 0.00], [0.01, 0.02, -0.06], [0.04, -0.07, 0.00], [0.01, 0.16, -0.24], [-0.08, -0.03, 0.03], [0.00, -0.08, 0.15], [-0.03, 0.01, 0.06], [0.00, -0.02, 0.00], [0.02, 0.03, -0.02], [0.13, -0.12, -0.08], [-0.04, 0.03, 0.08], [-0.11, 0.04, 0.14], [-0.02, 0.07, -0.04], [0.04, 0.00, -0.05], [-0.02, -0.02, -0.03], [-0.11, 0.37, 0.17], [-0.02, -0.13, 0.03], [0.03, -0.12, -0.08], [-0.03, 0.04, 0.01], [0.00, 0.00, -0.02], [0.03, -0.02, -0.03], [-0.07, -0.15, 0.03], [-0.04, 0.08, 0.05], [0.03, 0.13, 0.11], [0.02, -0.07, -0.01], [0.01, 0.02, -0.03], [0.04, -0.02, -0.02], [-0.21, 0.08, 0.02], [0.10, 0.00, -0.02], [0.15, 0.03, 0.01], [0.01, 0.00, -0.02], [-0.02, 0.00, -0.01], [0.00, -0.04, -0.01], [-0.20, -0.06, 0.06], [0.12, -0.10, -0.11], [0.26, -0.02, -0.03], [-0.01, 0.05, -0.06], [-0.03, -0.01, -0.01], [-0.02, 0.02, 0.02], [-0.06, 0.39, 0.21], [-0.10, -0.08, -0.13], [0.09, -0.20, 0.00], [0.02, -0.01, 0.02], [-0.36, 0.19, -0.30], [0.01, 0.01, 0.00], [0.09, 0.12, -0.17], [-0.02, -0.08, 0.07], [0.01, -0.03, 0.14], [0.02, -0.01, 0.02], [0.00, 0.02, -0.01], [-0.02, 0.06, 0.01], [-0.16, -0.12, -0.12], [0.13, -0.09, 0.04], [0.44, -0.19, 0.29], [-0.01, 0.02, 0.05], [0.04, 0.05, -0.01], [-0.03, -0.01, -0.02], [0.12, 0.14, 0.07], [-0.02, -0.06, -0.02], [-2.02, -2.62, -0.30], [0.02, 0.03, 0.02], [0.01, 0.00, 0.02], [0.00, 0.01, 0.01], [-0.16, 0.04, -0.13], [0.11, 0.00, 0.02], [0.18, -0.07, 0.08], [-0.02, 0.01, 0.00], [0.00, 0.00, -0.02], [0.00, 0.01, -0.02], [-0.16, 0.09, 0.05], [0.08, -0.04, -0.06], [0.15, -0.02, -0.11], [-0.03, -0.01, -0.01], [-0.02, -0.01, 0.02], [-0.02, 0.00, 0.01]], "lumo_ev": 0.234, "homo_lumo_gap_ev": 9.7101}